[1]
Molecular formula: C13H23Br2F5NO4S2
Method: DFT, wB97M-V/def2-TZVPD

XYZ file:
```
50
Properties=species:S:1:pos:R:3:forces:R:3
C -3.0920 5.4711 2.5271 0.60 0.00 0.18
C -2.9544 3.9542 2.3366 -0.72 0.55 0.30
C -4.2487 3.2755 1.8502 0.89 -0.99 -0.74
C -3.8706 1.9707 1.0919 -0.10 0.01 0.78
C -3.7669 0.7473 2.0224 -0.61 -0.64 -0.90
C -3.2431 -0.4586 1.1922 0.31 1.01 -0.04
C -1.7122 -0.6230 1.2671 -0.13 -1.10 -0.25
C -1.2707 -1.8293 2.1407 -0.31 0.34 0.14
C 0.0078 -1.5790 2.9555 -0.05 0.60 -0.79
S 1.4655 -2.4062 2.2735 -0.56 -0.55 0.75
O 1.0050 -3.6846 1.7874 -0.43 0.04 -0.78
O 2.3883 -2.5616 3.3685 0.58 0.82 0.23
N 1.9279 -1.3435 1.1279 0.16 -1.06 -0.14
S 3.1548 -1.8340 0.2387 0.99 0.22 1.51
O 3.4898 -3.2245 0.2940 -0.96 -0.91 -0.67
O 4.3215 -1.0345 0.4444 0.23 1.39 -0.32
C 2.6226 -1.3692 -1.5055 -0.44 -0.75 0.94
F 3.5063 -0.5380 -2.0379 0.70 0.37 -0.47
F 1.4555 -0.7290 -1.4303 -0.75 0.26 -0.32
C 2.4656 -2.5830 -2.4471 0.80 1.57 0.02
F 2.1514 -2.1236 -3.6686 -0.46 0.18 -0.67
F 1.5443 -3.3972 -2.0524 -0.98 -0.98 0.41
F 3.6244 -3.1931 -2.5806 0.77 -0.71 0.01
H -3.5040 5.9699 1.6457 -0.11 -0.15 0.06
H -3.6797 5.7419 3.4084 -0.14 -0.09 -0.16
H -2.0939 5.8980 2.6803 -0.13 0.04 0.05
H -2.1374 3.7680 1.6364 -0.12 -0.05 -0.05
H -2.6664 3.5032 3.2918 0.14 0.02 -0.12
H -4.8841 2.9708 2.6870 -0.10 0.37 -0.02
H -4.8206 3.9033 1.1609 0.09 0.23 0.24
H -2.9094 2.0873 0.5799 -0.12 0.14 -0.08
H -4.6184 1.7273 0.3304 0.05 0.06 0.04
H -3.1626 0.9283 2.9153 0.01 0.03 -0.09
H -4.7929 0.5051 2.3292 0.15 0.16 0.32
H -3.4843 -0.2166 0.1500 -0.15 -0.16 0.07
H -3.7896 -1.3792 1.4121 0.29 -0.04 0.20
H -1.1854 0.2857 1.5727 -0.32 0.09 0.03
H -1.3747 -0.8476 0.2508 0.25 0.21 0.11
H -1.1848 -2.6814 1.4644 0.30 -0.13 0.31
H -2.0557 -2.1085 2.8545 -0.07 0.23 -0.11
H -0.0876 -1.8682 4.0004 0.21 -0.45 -0.14
H 0.1871 -0.4995 2.9654 0.33 -0.16 0.01
Br 5.9909 0.9955 -5.8575 -0.08 -0.03 -0.04
C 5.0140 -0.6418 -5.4486 0.22 0.11 0.18
C 5.3002 -1.7242 -6.4528 -0.22 -0.12 -0.05
Br 4.3550 -1.4182 -8.1293 0.08 0.01 -0.03
H 3.9631 -0.3762 -5.3955 0.01 -0.06 -0.03
H 5.3597 -0.9391 -4.4603 -0.03 -0.04 -0.02
H 4.9348 -2.6829 -6.0902 -0.02 0.05 0.05
H 6.3545 -1.8079 -6.6971 -0.01 0.06 0.03
```
Positions in Å, forces in eV/Å.

Values from the calculation:
- Calculated total energy: -7308.64275 Ha
- HOMO-LUMO gap: 8.247 eV
- HOMO level: -5.97 eV
- Total charge: -1

Atom charges from the natural (NBO) analysis, given in e for atoms 1 to 2: -0.602 -0.397

[2]
Molecular formula: C13H23Br2FN2PS
Method: DFT, wB97M-V/def2-TZVPD

XYZ file:
```
43
Properties=species:S:1:pos:R:3:forces:R:3
C -0.4370 0.2305 -5.1978 0.36 -3.35 6.84
C -0.2156 -0.6584 -4.2369 -1.00 4.88 -3.06
C 0.1197 -1.4781 -2.8687 -0.69 0.20 -2.28
C -0.9147 -1.1229 -1.6693 0.04 -0.47 -0.51
C -0.1001 -1.0473 -0.2717 0.59 -0.20 -1.09
P -0.6950 0.2862 0.9263 1.53 0.83 0.37
F 0.4431 1.5906 0.7977 -2.77 -3.25 0.26
C -0.5588 -0.4006 2.7083 -1.24 0.42 0.41
C -0.4062 0.7892 3.7946 0.37 0.95 0.12
C 0.5965 0.4378 5.0225 -0.15 0.34 0.41
C 0.0027 -0.6419 6.0689 -0.19 -0.58 0.81
C 0.3935 -0.3099 7.6247 -0.18 -0.27 -0.63
N 1.8973 -0.4795 7.7617 -1.15 1.20 0.47
N -2.2779 0.9537 0.5606 3.55 3.54 -2.30
C -2.1298 2.1040 -0.1089 -1.16 0.95 1.14
S -2.1488 3.6484 -0.7075 0.12 -5.32 1.75
H -0.6392 1.2346 -5.7417 0.32 -2.58 1.07
H 0.0062 -2.5957 -3.1357 0.43 1.78 0.55
H 1.2213 -1.2467 -2.6325 -1.75 -0.35 -0.24
H -1.6944 -1.9871 -1.6122 1.30 1.75 -0.01
H -1.4612 -0.1547 -1.9541 0.89 -1.41 0.65
H -0.0501 -2.1047 0.2181 -0.33 2.12 -0.43
H 1.0064 -0.7833 -0.5362 -1.89 -0.16 0.74
H -1.5876 -0.9142 2.9051 1.71 0.75 -0.60
H 0.2329 -1.2295 2.7802 -0.91 1.47 -0.46
H 0.0192 1.7606 3.3066 -0.69 -1.85 0.65
H -1.4732 1.0830 4.1532 1.94 -0.66 -0.40
H 0.7653 1.4290 5.6132 -0.41 -1.61 -1.11
H 1.6499 0.1496 4.6161 -1.94 0.32 0.62
H -1.1525 -0.6973 5.9941 1.81 0.29 0.04
H 0.3847 -1.7255 5.8822 -0.52 1.95 0.13
H 0.0427 0.7537 7.9117 0.39 -1.53 -0.56
H -0.1281 -1.0530 8.3526 0.90 1.22 -1.46
H 2.1183 -0.2775 8.7597 -0.01 -0.24 -1.04
H 2.3307 0.2968 7.2210 -0.26 -0.75 0.59
Br 1.1473 -0.3709 -7.0733 0.72 -0.32 -1.39
C 0.5157 -0.2307 -8.9128 0.42 -0.22 -0.11
C 0.7626 1.1490 -9.4708 -0.14 0.08 -0.22
Br -0.5368 2.4303 -8.7840 0.10 -0.02 0.09
H -0.5379 -0.5139 -8.9099 0.17 0.14 0.01
H 1.0866 -0.9783 -9.4676 -0.08 0.15 -0.02
H 0.6247 1.1570 -10.5539 -0.01 -0.04 0.14
H 1.7525 1.5407 -9.2331 -0.18 -0.14 0.02
```
Positions in Å, forces in eV/Å.

Values from the calculation:
- Calculated total energy: -6605.61443 Ha
- HOMO-LUMO gap: 5.919 eV
- HOMO level: -10.50 eV
- Total charge: +1

Atom charges from the natural (NBO) analysis, given in e for atoms 1 to 2: -0.284 -0.104